Entry 1:
Density functional theory data (ωB97M-V/def2-TZVPD) for a gas-phase ion, C5H8NO (charge +1) in a non-equilibrium geometry.

Each line ends with the natural charge from an NBO analysis.
Positions of all 15 atoms, in Å:
C1 2.02175 2.57658 0.20731  0.24
N1 1.97803 1.42754 -0.00448  0.17
O1 1.78127 0.29317 -0.41296  -0.30
C2 0.28408 -0.54212 -0.25072  0.12
C3 0.57848 -1.82072 0.41577  -0.67
C4 -0.75717 0.24832 0.39203  -0.33
C5 -1.57701 1.17237 -0.20429  -0.19
H1 2.27162 3.57395 0.26870  0.28
H2 0.23182 -0.79121 -1.33626  0.25
H3 0.45524 -1.62169 1.47344  0.23
H4 1.55588 -2.31220 0.14561  0.27
H5 -0.22345 -2.60813 0.18042  0.28
H6 -0.97987 0.07064 1.47822  0.24
H7 -1.41080 1.42838 -1.24646  0.21
H8 -2.29770 1.62042 0.36122  0.22

Highest occupied orbital energy in eV: -14.93
Total charge: +1
LUMO energy in hartree: -0.17518
Relative energy (zero: lowest compared OMol25 entry of this formula, charge and spin) in kJ/mol: 453.75
HOMO-LUMO gap in eV: 10.2
Structure (SMILES): C#[N+]O[C@@H](C)C=C

Entry 2:
Density functional theory data (ωB97M-V/def2-TZVPD) for a gas-phase ion, C5H8NO (charge +1) in a non-equilibrium geometry.

Each line ends with the natural charge from an NBO analysis.
Positions of all 15 atoms, in Å:
C1 -0.01350 1.37293 1.13478  -0.32
C2 0.42940 0.68011 -0.07927  0.20
C3 -0.56189 0.70320 2.15026  -0.10
C4 0.57003 -0.73001 -0.26754  -0.29
C5 0.22377 -1.30088 -1.81453  -0.51
N1 1.96709 -1.31225 -0.25848  0.27
O1 2.94817 -0.70318 -0.49301  -0.16
H1 0.40565 2.37831 1.06259  0.26
H2 0.74826 1.34597 -0.87786  0.23
H3 -0.83645 1.11457 3.13108  0.25
H4 -0.77408 -0.33050 1.94439  0.20
H5 -0.03901 -1.35299 0.29064  0.24
H6 0.85638 -2.17358 -1.84585  0.25
H7 0.45808 -0.63657 -2.63066  0.24
H8 -0.84369 -1.39698 -1.52309  0.24

Highest occupied orbital energy (alpha / beta) in eV: -14.06 / -14.06
Total charge: +1
LUMO energy (alpha / beta) in hartree: -0.26594 / -0.26589
Relative energy (zero: lowest compared OMol25 entry of this formula, charge and spin) in kJ/mol: 527.55
HOMO-LUMO gap (alpha / beta) in eV: 6.8 / 6.8

Entry 3:
Density functional theory data (ωB97M-V/def2-TZVPD) for a gas-phase ion, C5H8NO (charge +1) in a non-equilibrium geometry.

Each line ends with the natural charge from an NBO analysis.
Positions of all 15 atoms, in Å:
C1 1.46548 1.70434 0.06318  0.01
C2 -0.92843 1.79196 -0.10383  0.43
C3 1.66075 0.38449 0.11631  0.46
C4 2.06359 -1.02215 0.29883  -0.76
C5 -2.08180 -0.31410 -0.07101  -0.46
N1 -1.02414 0.55449 -0.09681  -0.42
O1 0.26669 2.42384 -0.12749  -0.42
H1 2.35887 2.28463 -0.18025  0.30
H2 -1.74839 2.55145 -0.27496  0.22
H3 2.82629 -1.24338 -0.46154  0.31
H4 2.32971 -1.11603 1.33745  0.28
H5 1.15264 -1.71926 0.01984  0.34
H6 -1.76017 -1.16357 0.59715  0.23
H7 -3.10284 0.11419 0.24518  0.23
H8 -2.31016 -0.80387 -1.12539  0.24

Highest occupied orbital energy in eV: -14.58
Total charge: +1
LUMO energy in hartree: -0.24098
Relative energy (zero: lowest compared OMol25 entry of this formula, charge and spin) in kJ/mol: 383.40
HOMO-LUMO gap in eV: 8.0

Entry 4:
Density functional theory data (ωB97M-V/def2-TZVPD) for 2 unconnected molecules or ions with the total composition C5H8NO2 in a non-equilibrium geometry.

Each line ends with the natural charge from an NBO analysis.
Positions of all 16 atoms, in Å:
N1 -2.21829 1.51569 -1.55290  -0.95
C1 -1.30699 1.40773 -0.52075  -0.07
C2 0.09572 0.86408 -0.64036  -0.46
C3 -1.12007 0.07797 0.12761  -0.46
C4 1.02060 -1.75318 0.47275  -0.21
C5 1.57132 -0.88095 1.45089  0.68
O1 2.64019 -1.54055 1.48494  -0.57
O2 1.19411 0.14164 2.07472  -0.66
H1 1.08672 -2.81030 0.73542  0.21
H2 -1.71145 1.26904 -2.46011  0.27
H3 -1.43905 2.23920 0.20028  0.17
H4 0.85262 1.33165 -0.05330  0.21
H5 0.43563 0.58200 -1.59243  0.18
H6 -1.65015 -0.72685 -0.42085  0.21
H7 -0.97778 -0.03123 1.18700  0.23
H8 1.52688 -1.68594 -0.49290  0.21

Highest occupied orbital energy in eV: -1.87
Total charge: -1
LUMO energy in hartree: 0.08223
Relative energy (zero: lowest compared OMol25 entry of this formula, charge and spin) in kJ/mol: 658.65
HOMO-LUMO gap in eV: 4.1

Entry 5:
Density functional theory data (ωB97M-V/def2-TZVPD) for 2 unconnected molecules or ions with the total composition C5H8NO2.

Each line ends with the natural charge from an NBO analysis.
Positions of all 16 atoms, in Å:
O1 0.63503 -1.28932 0.52019  -0.79
C1 -0.03642 -1.51053 -0.50934  0.76
O2 -0.21407 -0.72479 -1.47254  -0.80
C2 -0.67080 -2.89955 -0.64650  -0.73
H1 -0.08399 -3.56051 -1.28836  0.20
H2 -0.74076 -3.38323 0.33046  0.19
H3 -1.66095 -2.84654 -1.10610  0.20
C3 0.19128 1.73317 1.17335  0.01
C4 -1.08063 2.11165 1.07033  -0.50
C5 1.62782 1.68653 -0.59328  -0.04
N1 1.29914 2.22559 0.49775  -0.46
H4 0.39785 0.90349 1.84320  0.22
H5 -1.43463 3.01890 0.59815  0.18
H6 -1.79432 1.59747 1.70218  0.19
H7 2.50218 2.08913 -1.10272  0.13
H8 1.06328 0.84853 -1.01676  0.24

Highest occupied orbital energy in eV: -4.21
Total charge: -1
LUMO energy in hartree: 0.15802
Relative energy (zero: lowest compared OMol25 entry of this formula, charge and spin) in kJ/mol: 126.00
HOMO-LUMO gap in eV: 8.5

Entry 6:
Density functional theory data (ωB97M-V/def2-TZVPD) for a gas-phase ion, C5H8NO2 (charge -2) in a non-equilibrium geometry.

Each line ends with the natural charge from an NBO analysis.
Positions of all 16 atoms, in Å:
O1 -2.02675 -1.64592 1.19378  -0.81
C1 -1.13804 -1.03662 1.82746  0.75
O2 -0.37938 -1.50261 2.71066  -0.80
C2 -1.00957 0.47951 1.53249  -0.51
C3 -0.77458 0.84818 0.06916  -0.45
C4 0.38647 0.10197 -0.56242  -0.29
C5 1.20377 0.46120 -1.54514  -0.50
N1 2.14012 -0.45374 -2.16793  -1.16
H1 -1.91596 1.00426 1.87508  0.18
H2 -0.12446 0.83441 2.06287  0.19
H3 -1.61867 0.51893 -0.55404  0.21
H4 -0.63706 1.92245 -0.04193  0.18
H5 0.35655 -0.95393 -0.32772  0.19
H6 1.30474 1.48257 -1.87813  0.16
H7 1.60766 -1.08877 -2.75171  0.32
H8 2.62514 -0.97189 -1.44248  0.33

Highest occupied orbital energy (alpha / beta) in eV: 4.06 / -1.51
Total charge: -2
Spin multiplicity: 2
LUMO energy (alpha / beta) in hartree: 0.24839 / 0.24574
Expectation value of S²: 0.751
Relative energy (zero: lowest compared OMol25 entry of this formula, charge and spin) in kJ/mol: 0.00
HOMO-LUMO gap (alpha / beta) in eV: 2.7 / 8.2

Entry 7:
Density functional theory data (ωB97M-V/def2-TZVPD) for a gas-phase ion, C5H8NO2 (charge +1) in a non-equilibrium geometry.

Each line ends with the natural charge from an NBO analysis.
Positions of all 16 atoms, in Å:
C1 2.38943 -0.49173 0.74653  0.94
C2 -0.89034 1.06517 -0.55156  0.67
C3 1.24242 -1.20552 0.77548  -0.72
C4 0.39743 -1.04700 -0.70377  -0.13
C5 -1.63321 0.84073 0.69695  -0.70
N1 0.04864 0.24915 -0.95329  -0.61
O1 -1.09459 2.07025 -1.37361  -0.64
O2 3.30686 0.15104 0.78055  -0.24
H1 1.42331 -2.38516 0.80813  0.36
H2 0.48036 -0.93652 1.47249  0.32
H3 1.15452 -1.29695 -1.46822  0.22
H4 -0.53946 -1.57768 -0.69060  0.24
H5 -2.00776 1.75562 1.02279  0.27
H6 -1.09424 0.28711 1.36331  0.21
H7 -2.59447 0.43457 0.32052  0.28
H8 -0.58889 2.08691 -2.24571  0.54

Highest occupied orbital energy in eV: -13.38
Total charge: +1
LUMO energy in hartree: -0.17956
Relative energy (zero: lowest compared OMol25 entry of this formula, charge and spin) in kJ/mol: 252.12
HOMO-LUMO gap in eV: 8.5

Entry 8:
Density functional theory data (ωB97M-V/def2-TZVPD) for a molecular structure, C5H8NO2P in a non-equilibrium geometry.

Each line ends with the natural charge from an NBO analysis.
Positions of all 17 atoms, in Å:
C1 -0.92808 -0.05228 0.69477  0.70
C2 1.49266 -1.13480 -1.05221  0.38
C3 -0.60444 0.31616 -0.77161  -0.37
C4 0.89001 0.15406 -0.62433  -0.03
C5 -1.17645 1.63542 -1.27321  -0.60
N1 0.32630 -0.29113 1.15753  -0.79
O1 -1.98891 -0.22819 1.25775  -0.57
O2 0.90849 -2.04776 -1.56905  -0.49
P1 1.00564 -1.16806 2.41149  0.50
H1 2.64956 -1.26759 -0.93694  0.13
H2 -1.07872 -0.52291 -1.23585  0.26
H3 1.59668 0.94506 -0.41413  0.24
H4 -2.26085 1.61135 -1.22054  0.24
H5 -0.87709 1.78359 -2.32128  0.21
H6 -0.74600 2.45666 -0.67380  0.21
H7 -0.17684 -2.00633 2.95773  0.01
H8 0.96805 -0.18325 3.61367  -0.03

Highest occupied orbital energy in eV: -9.41
LUMO energy in hartree: -0.03712
Relative energy (zero: lowest compared OMol25 entry of this formula, charge and spin) in kJ/mol: 260.91
HOMO-LUMO gap in eV: 8.4